1.
{"formula": "H14O7", "method": "ωB97M-V/def2-TZVPD", "elements": ["H", "H", "H", "H", "H", "H", "H", "H", "H", "H", "H", "H", "H", "H", "O", "O", "O", "O", "O", "O", "O"], "coordinates": [[2.684, -1.524, -1.680], [1.597, -0.110, -1.028], [1.554, -1.142, 1.281], [0.407, 0.287, 1.107], [-0.732, -1.639, 0.879], [-2.709, -2.009, 1.082], [-1.622, -1.460, -1.006], [0.128, -1.368, -0.911], [-1.210, 0.726, -1.257], [-2.105, 0.484, -0.100], [-1.223, 1.971, 0.024], [-0.491, 2.685, 1.071], [1.293, 2.050, -0.334], [2.431, 0.663, 0.943], [2.021, -1.420, -0.630], [0.789, -0.593, 1.676], [-1.921, -1.403, 0.713], [-0.718, -0.795, -1.299], [-2.095, 1.240, -0.798], [-0.282, 1.978, 0.617], [2.202, 1.378, -0.349]], "forces_ev_per_a": [[-3.11, 0.25, 5.12], [2.31, -3.02, 2.26], [-1.77, 1.68, -0.07], [1.75, -3.05, 1.71], [-5.19, 0.83, 0.42], [3.49, 1.52, -0.66], [3.83, 3.01, -0.76], [-2.42, 1.98, -1.71], [-2.97, 1.31, 0.94], [-0.77, 1.52, -1.17], [1.69, -1.08, 0.31], [-0.81, 5.74, 4.43], [3.10, -2.89, 1.15], [-1.56, 2.96, -4.74], [1.38, 3.48, -6.70], [-0.38, 1.43, -1.84], [1.12, -2.36, 1.38], [0.09, -4.89, 1.18], [2.49, -2.93, 0.07], [-0.11, -4.58, -4.36], [-2.17, -0.90, 3.02]], "lowdin_charge": [0.20, 0.23, 0.04, 0.10, 0.21, 0.12, 0.17, 0.07, 0.12, 0.06, 0.06, -0.04, 0.11, 0.33, -0.44, -0.20, -0.27, -0.27, -0.15, -0.12, -0.34], "total_charge": 0, "relative_energy_kj_mol": 1076.72}


2.
{"formula": "C4H11N2O", "method": "ωB97M-V/def2-TZVPD", "elements": ["C", "C", "N", "N", "H", "H", "H", "H", "H", "H", "C", "O", "C", "H", "H", "H", "H", "H"], "coordinates": [[1.490, -0.292, -0.719], [2.579, -1.001, -0.319], [2.455, -1.864, 0.838], [1.528, 1.030, -1.094], [0.497, -0.736, -0.758], [3.544, -0.978, -0.810], [2.335, -1.275, 1.651], [3.324, -2.348, 1.032], [2.075, 1.632, -0.508], [0.574, 1.399, -1.259], [-2.154, 0.168, -0.290], [-1.184, 0.965, -0.810], [-2.972, 0.900, 0.769], [-1.761, -0.737, 0.211], [-2.874, -0.181, -1.099], [-3.749, 0.254, 1.198], [-3.412, 1.839, 0.400], [-2.297, 1.225, 1.568]], "forces_ev_per_a": [[0.32, -0.01, 0.33], [-0.18, -0.10, 0.23], [0.08, -0.35, -0.29], [-0.35, 0.07, -1.23], [-0.18, 0.26, 0.85], [0.36, 0.87, 0.35], [-0.27, -0.02, -0.03], [-0.08, -0.23, -0.34], [0.20, -0.17, 0.00], [0.21, -0.52, 0.28], [0.06, 0.94, -0.96], [-0.08, -0.05, -0.07], [-0.16, 0.31, 0.44], [0.05, -0.42, 0.03], [0.17, -0.11, 0.50], [-0.12, 0.09, 0.06], [-0.05, -0.36, -0.23], [0.04, -0.19, 0.08]], "lowdin_charge": [-0.24, -0.26, -0.04, 0.03, 0.09, 0.06, 0.05, 0.04, 0.06, 0.04, -0.58, -0.38, -0.17, 0.07, 0.08, 0.04, 0.05, 0.05], "total_charge": -1, "relative_energy_kj_mol": 206.58}


3.
{"formula": "C15H14Cl2N4O3S", "method": "ωB97M-V/def2-TZVPD", "elements": ["O", "C", "N", "C", "N", "C", "C", "C", "N", "C", "C", "C", "C", "N", "S", "O", "O", "C", "C", "C", "C", "Cl", "C", "Cl", "C", "H", "H", "H", "H", "H", "H", "H", "H", "H", "H", "H", "H", "H", "H"], "coordinates": [[2.420, 2.496, 0.374], [1.424, 1.880, 0.092], [1.221, 1.491, -1.217], [0.204, 0.861, -1.878], [0.516, 0.486, -3.121], [-0.430, -0.085, -3.838], [-1.715, -0.286, -3.349], [-1.937, 0.144, -2.052], [-0.993, 0.704, -1.315], [0.326, 1.560, 1.108], [0.211, 2.705, 2.128], [1.204, 2.299, 3.215], [0.998, 0.791, 3.287], [0.671, 0.393, 1.919], [1.517, -0.857, 1.235], [1.917, -1.727, 2.298], [2.514, -0.426, 0.297], [0.231, -1.674, 0.281], [0.556, -2.210, -0.952], [-0.418, -2.853, -1.695], [-1.712, -2.946, -1.201], [-2.929, -3.709, -2.143], [-2.028, -2.409, 0.048], [-3.630, -2.514, 0.656], [-1.045, -1.775, 0.794], [2.050, 1.602, -1.796], [-0.145, -0.380, -4.840], [-2.490, -0.742, -3.940], [-2.902, 0.051, -1.571], [-0.610, 1.366, 0.579], [0.453, 3.665, 1.678], [-0.803, 2.738, 2.527], [1.013, 2.790, 4.167], [2.216, 2.526, 2.883], [1.871, 0.239, 3.629], [0.146, 0.539, 3.930], [1.565, -2.104, -1.317], [-0.188, -3.276, -2.660], [-1.269, -1.354, 1.760]], "forces_ev_per_a": [[0.17, 0.08, 0.12], [-0.45, 0.35, -0.18], [0.63, 0.35, -0.32], [-0.78, -0.28, -0.49], [0.56, 0.13, 0.08], [-0.40, -0.01, 0.09], [0.10, 0.10, 0.00], [0.06, -0.06, -0.31], [0.12, 0.24, 0.06], [-0.42, 0.40, -0.42], [0.20, -0.13, -0.01], [-0.06, -0.12, -0.08], [0.20, -0.07, 0.79], [0.59, -0.73, -0.48], [-0.54, -0.35, 0.04], [-0.11, -0.01, 0.24], [-0.11, -0.10, 0.07], [0.32, 0.27, 0.29], [0.09, -0.01, -0.04], [-0.04, 0.00, 0.18], [0.14, 0.06, 0.25], [-0.06, -0.08, -0.21], [0.30, -0.05, -0.12], [-0.19, 0.07, 0.18], [-0.09, -0.13, -0.03], [-0.16, 0.00, 0.17], [-0.06, -0.06, -0.09], [-0.09, -0.07, -0.07], [-0.14, -0.10, -0.03], [0.30, 0.19, 0.22], [-0.07, 0.00, -0.03], [-0.05, 0.00, -0.03], [0.01, -0.02, 0.05], [-0.01, 0.00, 0.04], [-0.08, 0.09, 0.15], [0.14, 0.02, 0.03], [0.10, -0.01, -0.14], [0.00, -0.02, -0.08], [-0.14, 0.06, 0.10]], "lowdin_charge": [0.11, -0.43, 0.18, -0.37, 0.14, -0.12, -0.05, -0.12, 0.13, -0.22, -0.11, -0.15, -0.17, -0.19, 0.69, -0.26, -0.26, -0.26, -0.05, -0.09, -0.70, 0.70, -0.69, 0.70, -0.08, 0.16, 0.11, 0.10, 0.12, 0.12, 0.12, 0.12, 0.11, 0.11, 0.12, 0.13, 0.12, 0.12, 0.12], "total_charge": 0}


no.,gap between HOMO and LUMO (eV),DFT total energy (hartree),HOMO (eV)
1,10.217,-534.713738,-10.71
2,6.674,-343.692493,-2.74
3,9.413,-2343.342481,-9.23